No. 1
This record from OMol25 describes the molecule C31H34N6O3 in a non-equilibrium geometry. The level of theory is the ωB97M-V functional and the def2-TZVPD basis.

Geometry (Å):
C 0.51 2.01 -3.83
N 1.35 1.89 -2.65
C 0.95 2.55 -1.44
C -0.20 1.82 -0.71
C -0.89 2.75 0.31
C -0.01 3.05 1.49
C -0.05 2.22 2.61
C 0.78 2.46 3.69
C 1.66 3.53 3.66
C 1.69 4.37 2.56
C 0.86 4.12 1.48
N 0.29 0.62 -0.05
C -0.58 -0.53 0.09
C -0.83 -1.24 -1.26
C -0.19 -2.63 -1.35
C 1.29 -2.54 -1.07
C 2.09 -2.01 -2.05
C 3.47 -1.84 -1.86
C 4.04 -2.21 -0.68
C 3.26 -2.78 0.35
C 3.85 -3.17 1.57
C 3.11 -3.71 2.57
C 1.73 -3.89 2.39
C 1.13 -3.53 1.22
C 1.86 -2.96 0.16
N -2.27 -1.28 -1.53
C -3.11 -2.26 -0.86
C -4.47 -1.67 -0.48
C -4.30 -0.52 0.48
C -3.90 -0.75 1.79
C -3.71 0.30 2.67
C -3.91 1.61 2.24
C -4.31 1.85 0.94
C -4.50 0.79 0.06
N -2.87 -0.45 -2.31
O -2.19 0.44 -2.84
N 1.44 0.73 0.56
O 1.82 -0.21 1.25
N 2.49 1.27 -2.63
O 2.86 0.73 -3.67
H -0.46 1.54 -3.68
H 0.36 3.06 -4.08
H 1.03 1.51 -4.65
H 0.62 3.56 -1.68
H 1.81 2.58 -0.78
H -0.95 1.52 -1.45
H -1.81 2.25 0.66
H -1.18 3.67 -0.20
H -0.74 1.39 2.64
H 0.75 1.81 4.55
H 2.31 3.72 4.50
H 2.37 5.21 2.54
H 0.89 4.78 0.63
H -0.07 -1.19 0.79
H -1.53 -0.20 0.52
H -0.41 -0.62 -2.06
H -0.67 -3.32 -0.66
H -0.35 -3.01 -2.36
H 1.66 -1.70 -2.99
H 4.05 -1.39 -2.65
H 5.10 -2.07 -0.51
H 4.92 -3.02 1.69
H 3.57 -4.00 3.51
H 1.14 -4.33 3.19
H 0.06 -3.69 1.12
H -3.25 -3.12 -1.52
H -2.59 -2.58 0.04
H -5.06 -2.46 -0.01
H -4.98 -1.33 -1.38
H -3.75 -1.77 2.13
H -3.40 0.11 3.68
H -3.75 2.43 2.92
H -4.47 2.86 0.60
H -4.80 0.99 -0.96

Its charge is 0. The HOMO-LUMO gap comes out at 8.4 eV. For the energy relative to the best compared isomer or geometry (same formula, charge and spin), the calculation gives 112.7 kcal per mole. As for the electronic energy: -47776.9228 eV. As for the SMILES: CN(C[C@H](Cc1ccccc1)N(C[C@@H](Cc1cccc2ccccc12)N(CCc1ccccc1)N=O)N=O)N=O.

No. 2
This record from OMol25 describes a cluster of 2 separate species, C31H34O5 in total in a non-equilibrium geometry. The level of theory is the ωB97M-V functional and the def2-TZVPD basis.

Geometry (Å):
C 3.31 0.16 3.88
C 2.69 -0.30 2.58
O 3.31 0.46 1.53
C 2.87 0.06 0.30
C 3.52 0.86 -0.75
C 3.05 0.70 -2.08
O 2.03 0.07 -2.39
C 3.87 1.42 -3.19
C 3.39 2.84 -3.46
C 3.76 3.92 -2.43
C 3.13 3.79 -1.03
C 4.07 3.22 0.03
C 4.60 1.81 -0.36
O 2.07 -0.85 0.18
H 2.87 -0.38 4.72
H 4.39 -0.04 3.88
H 3.14 1.23 4.03
H 2.87 -1.37 2.41
H 1.61 -0.11 2.57
H 4.94 1.38 -2.97
H 3.69 0.84 -4.10
H 3.83 3.14 -4.42
H 2.31 2.83 -3.60
H 4.86 4.00 -2.34
H 3.41 4.88 -2.85
H 2.82 4.79 -0.68
H 2.21 3.19 -1.08
H 4.94 3.88 0.18
H 3.55 3.15 0.99
H 5.13 1.39 0.51
H 5.32 1.92 -1.18
C -4.93 5.16 0.87
O -3.95 4.89 -0.17
C -3.41 3.66 -0.31
C -2.41 3.54 -1.31
C -1.71 2.37 -1.46
C -2.00 1.23 -0.64
C -1.11 0.13 -0.75
C -1.17 -1.13 -0.11
C -0.34 -2.15 -0.64
C -0.38 -3.44 -0.18
C -1.26 -3.77 0.87
O -1.28 -5.09 1.29
C -2.44 -5.86 1.14
C -2.34 -6.97 0.28
C -3.51 -7.65 -0.06
C -4.72 -7.30 0.53
C -4.79 -6.25 1.45
C -3.63 -5.52 1.77
C -2.03 -2.78 1.48
C -1.94 -1.47 1.05
C -3.15 1.31 0.20
C -3.76 2.52 0.46
H -5.17 6.22 0.72
H -5.83 4.55 0.73
H -4.50 5.01 1.87
H -2.20 4.41 -1.92
H -0.93 2.28 -2.21
H -0.28 0.26 -1.43
H 0.36 -1.87 -1.43
H 0.26 -4.21 -0.61
H -1.37 -7.23 -0.13
H -3.45 -8.47 -0.77
H -5.63 -7.86 0.29
H -5.73 -5.97 1.93
H -3.66 -4.70 2.49
H -2.69 -3.04 2.31
H -2.44 -0.70 1.62
H -3.56 0.41 0.65
H -4.53 2.59 1.24

Its charge is 0. The HOMO-LUMO gap comes out at 3.0 eV. For the energy relative to the best compared isomer or geometry (same formula, charge and spin), the calculation gives 70.0 kcal per mole. As for the electronic energy: -42932.7140 eV.

No. 3
This record from OMol25 describes a structure of composition C31H35AsN5O4Os. The level of theory is the ωB97M-V functional and the def2-TZVPD basis.

Geometry (Å):
Os 0.21 -0.37 0.28
N -0.19 -1.94 -1.27
C 0.62 -1.89 -2.53
C 1.22 -0.50 -2.72
N 0.45 0.53 -2.01
C -0.92 0.68 -2.56
C -1.99 1.01 -1.51
N -1.85 0.19 -0.26
C 1.22 1.79 -2.01
C 0.60 2.83 -1.11
N 0.31 2.20 0.19
H -0.12 -2.88 -0.88
H -1.17 -1.86 -1.54
H -0.03 -2.18 -3.36
H 1.41 -2.63 -2.46
H 1.31 -0.28 -3.79
H 2.23 -0.48 -2.31
H -1.19 -0.24 -3.08
H -0.94 1.47 -3.32
H -2.97 0.86 -1.94
H -1.94 2.05 -1.21
H -2.46 -0.63 -0.31
H -2.23 0.72 0.53
H 1.33 2.17 -3.03
H 2.22 1.54 -1.65
H -0.31 3.23 -1.54
H 1.28 3.68 -1.00
H -0.49 2.64 0.64
H 1.07 2.33 0.85
C 4.40 -4.25 -2.21
C 4.60 -2.89 -1.98
C 3.87 -2.24 -0.99
C 2.94 -2.97 -0.24
C 2.75 -4.33 -0.47
C 3.48 -4.96 -1.46
As 1.93 -2.03 1.08
C 3.15 -1.44 2.46
C 4.08 -0.44 2.41
C 4.89 -0.22 3.54
C 4.75 -0.98 4.70
C 3.81 -1.98 4.76
C 2.98 -2.24 3.63
C 1.98 -3.24 3.57
C 1.64 -4.11 4.63
C 0.64 -5.03 4.47
C -0.06 -5.10 3.25
C 0.26 -4.25 2.18
C 1.27 -3.34 2.33
H 4.98 -4.75 -2.98
H 5.34 -2.34 -2.55
H 4.04 -1.19 -0.81
H 2.05 -4.90 0.13
H 3.34 -6.02 -1.64
H 4.21 0.18 1.53
H 5.64 0.56 3.50
H 5.39 -0.79 5.55
H 3.71 -2.57 5.66
H 2.17 -4.06 5.58
H 0.37 -5.70 5.27
H -0.85 -5.83 3.14
H -0.31 -4.34 1.27
O -0.77 -1.08 2.51
C 0.02 -0.24 2.96
O 0.69 0.48 2.09
C 0.32 -0.07 4.39
C -0.37 -0.86 5.31
C -0.04 -0.79 6.65
C 0.97 0.06 7.03
C 1.66 0.87 6.14
C 1.32 0.81 4.80
N 1.37 0.10 8.46
O 2.35 0.75 8.73
O 0.69 -0.54 9.23
H -1.15 -1.52 4.96
H -0.56 -1.38 7.40
H 2.43 1.54 6.51
H 1.83 1.43 4.08

Its charge is +3. The spin multiplicity is 5. The HOMO-LUMO gap (alpha / beta) comes out at 7.6 / 5.1 eV. As for the electronic energy: -111632.0264 eV.

No. 4
This record from OMol25 describes a cluster of 2 separate species, C31H35BrF5O5 in total in a non-equilibrium geometry. The level of theory is the ωB97M-V functional and the def2-TZVPD basis.

Geometry (Å):
C 0.91 2.76 3.51
C 1.65 2.44 2.31
C 2.88 3.28 1.76
O 3.95 3.22 2.44
O 2.88 4.07 0.59
C 2.92 3.21 -0.61
C 2.57 4.08 -1.91
C 2.21 3.16 -3.21
C 0.93 2.28 -2.78
C -0.11 1.97 -3.96
C -1.50 1.51 -3.23
C -1.28 -0.05 -2.87
C -1.53 -1.15 -3.93
C -1.30 -2.68 -3.69
C -0.79 -3.10 -2.29
C -0.55 -1.98 -1.20
C -0.80 -0.47 -1.45
C -0.53 0.52 -0.23
C -1.80 0.59 0.82
C -3.16 0.06 0.16
C -4.45 0.39 1.05
C -4.34 -0.06 2.59
C -5.18 -1.45 2.73
C -0.02 -2.57 0.20
O -0.67 -2.27 1.22
C 1.19 -3.59 0.06
C 0.95 -4.70 -1.03
C 1.97 -5.82 -1.33
C 3.29 -5.78 -0.52
C 3.55 -4.67 0.54
Br 5.36 -4.80 1.39
C 2.52 -3.53 0.88
C 2.83 -2.39 1.93
F 3.59 -2.82 3.08
F 1.74 -1.69 2.46
C 3.77 -1.27 1.21
F 4.67 -1.81 0.27
F 4.53 -0.51 2.13
F 2.88 -0.40 0.52
C -0.43 -4.62 -1.89
O -1.13 -5.61 -2.18
H -0.23 2.90 3.51
H 1.41 2.84 4.55
H 1.33 1.48 1.75
H 2.19 2.35 -0.40
H 3.97 2.75 -0.64
H 3.54 4.67 -2.17
H 1.75 4.86 -1.75
H 3.13 2.54 -3.46
H 1.90 3.88 -4.03
H 1.32 1.31 -2.30
H 0.35 2.91 -2.00
H -0.26 2.81 -4.72
H 0.27 1.01 -4.50
H -2.39 1.60 -3.95
H -1.69 2.11 -2.26
H -1.92 -0.87 -4.98
H -1.48 -3.45 -4.52
H -0.33 1.60 -0.52
H 0.36 0.09 0.35
H -1.95 1.69 1.10
H -1.50 0.04 1.78
H -3.09 -1.07 -0.01
H -3.29 0.58 -0.87
H -5.33 -0.20 0.59
H -4.75 1.50 0.91
H -4.75 0.78 3.24
H -3.28 -0.30 2.93
H -6.29 -1.17 2.56
H -4.98 -1.87 3.77
H -4.79 -2.14 1.90
H 1.75 -6.59 -2.14
H 4.07 -6.59 -0.76
O -2.19 3.52 5.19
H -1.78 4.30 5.62
H -3.13 3.68 4.96
H -2.08 2.71 5.74

Its charge is +1. The HOMO-LUMO gap comes out at 5.2 eV. As for the electronic energy: -126558.6747 eV.

No. 5
This record from OMol25 describes a structure of composition C31H35CdF9N4OP2 in a non-equilibrium geometry. The level of theory is the ωB97M-V functional and the def2-TZVPD basis.

Geometry (Å):
Cd -0.69 -2.72 2.18
C -0.87 3.54 3.65
C -1.66 3.60 2.57
C -1.21 3.23 1.17
C -0.19 2.06 1.11
C 1.23 2.47 0.86
C 1.82 3.52 1.45
C 1.15 4.53 2.34
C 0.58 3.99 3.70
C 1.20 -3.11 3.07
H -1.23 3.16 4.62
H -2.72 3.90 2.63
H -0.78 4.08 0.62
H -2.11 2.93 0.62
H -0.21 1.48 2.05
H -0.53 1.32 0.36
H 1.88 1.71 0.40
H 2.89 3.70 1.30
H 0.33 5.11 1.88
H 1.93 5.26 2.61
H 1.28 3.22 4.08
H 0.63 4.82 4.43
H 1.08 -3.26 4.13
H 1.79 -2.20 2.92
H 1.73 -3.95 2.59
P 1.45 -1.41 -2.03
P -2.18 -0.97 -2.26
N 2.68 -0.16 -2.30
N 2.30 -2.59 -3.10
N -2.26 0.77 -2.87
N -3.68 -1.42 -3.08
C 0.36 -0.71 -3.36
C -0.97 -1.50 -3.55
C 3.79 -0.04 -1.45
C 4.72 0.81 -2.05
C 4.18 1.22 -3.31
C 2.94 0.61 -3.43
C 2.61 -3.89 -2.68
C 2.88 -4.67 -3.80
C 2.76 -3.82 -4.96
C 2.46 -2.54 -4.49
C -2.05 1.76 -1.90
C -1.67 2.94 -2.53
C -1.71 2.70 -3.94
C -2.07 1.37 -4.13
C -4.48 -0.75 -4.01
C -5.58 -1.56 -4.33
C -5.43 -2.79 -3.59
C -4.26 -2.69 -2.86
H 0.86 -0.72 -4.35
H 0.16 0.34 -3.06
H -1.36 -1.30 -4.57
H -0.83 -2.59 -3.44
H 3.79 -0.54 -0.50
H 5.67 1.11 -1.64
H 4.63 1.88 -4.04
H 2.20 0.73 -4.22
H 2.60 -4.12 -1.63
H 3.13 -5.72 -3.81
H 2.86 -4.10 -6.00
H 2.34 -1.62 -5.05
H -2.21 1.50 -0.86
H -1.42 3.86 -2.03
H -1.50 3.43 -4.71
H -2.22 0.82 -5.06
H -4.21 0.23 -4.35
H -6.39 -1.29 -5.00
H -6.12 -3.62 -3.61
H -3.78 -3.38 -2.18
F -1.58 0.53 6.19
C -1.55 -0.82 6.38
F -1.68 -1.02 7.72
F -2.64 -1.30 5.76
C -0.22 -1.44 5.77
O -0.41 -1.58 4.49
C 0.96 -0.31 6.14
F 0.62 0.40 7.25
F 2.18 -0.85 6.41
F 1.12 0.53 5.09
C 0.14 -2.70 6.68
F 0.77 -2.39 7.85
F -0.98 -3.38 7.04
F 0.94 -3.60 6.05

Its charge is 0. The HOMO-LUMO gap comes out at 5.3 eV. For the energy relative to the best compared isomer or geometry (same formula, charge and spin), the calculation gives 72.0 kcal per mole. As for the electronic energy: -88316.1694 eV.

No. 6
This record from OMol25 describes a structure of composition C31H35ClN2NiSi2 in a non-equilibrium geometry. The level of theory is the ωB97M-V functional and the def2-TZVPD basis.

Geometry (Å):
C -2.48 -1.08 4.64
C -3.00 -0.47 3.45
C -2.58 -1.26 2.34
H -3.71 0.36 3.39
C -1.73 -2.30 2.82
C -1.68 -2.20 4.25
H -1.20 -2.91 4.92
H -2.71 -0.76 5.66
H -2.93 -1.15 1.32
H -1.32 -3.10 2.23
Ni -0.93 -0.49 3.32
Si -0.98 -0.90 -1.81
C -0.48 0.74 -2.65
C 0.80 0.93 -3.18
H 1.57 0.17 -3.04
C 1.10 2.10 -3.88
H 2.12 2.25 -4.24
C 0.13 3.07 -4.10
H 0.37 3.99 -4.64
C -1.15 2.88 -3.58
H -1.92 3.64 -3.72
C -1.45 1.73 -2.84
H -2.45 1.59 -2.41
C -0.32 -2.08 -3.12
C -1.07 -2.23 -4.29
H -2.09 -1.82 -4.35
C -0.51 -2.86 -5.41
H -1.08 -2.93 -6.33
C 0.80 -3.38 -5.35
H 1.25 -3.83 -6.23
C 1.52 -3.30 -4.15
H 2.51 -3.73 -4.06
C 0.96 -2.64 -3.05
H 1.55 -2.57 -2.13
H -2.46 -0.79 -1.85
Si 2.58 0.92 -0.14
C 1.43 -0.64 -0.01
C -0.04 -0.69 -0.09
H -0.60 0.15 0.32
C -0.75 -1.97 -0.17
H -1.83 -2.08 0.02
C 0.02 -3.17 -0.06
H -0.52 -4.12 -0.16
C 1.37 -3.10 0.17
H 1.95 -4.03 0.23
C 2.05 -1.86 0.25
H 3.12 -1.90 0.50
C 1.33 2.33 0.03
C 0.26 2.17 0.92
H 0.24 1.34 1.63
C -0.87 3.00 0.87
H -1.76 2.73 1.43
C -0.85 4.13 0.05
H -1.73 4.77 0.00
C 0.29 4.39 -0.72
H 0.32 5.28 -1.35
C 1.36 3.50 -0.74
H 2.21 3.69 -1.39
H 3.68 1.13 -1.03
Cl 3.52 0.89 1.74
N 1.06 -0.71 3.59
C 1.30 0.23 4.73
C 0.84 1.59 4.23
N -0.61 1.42 3.85
H 1.34 -1.67 3.80
H 1.60 -0.41 2.77
H 0.69 -0.11 5.58
H 2.35 0.24 5.05
H 0.95 2.39 4.96
H 1.39 1.84 3.31
H -1.19 1.49 4.69
H -0.94 2.15 3.21

Its charge is 0. The spin multiplicity is 3. The HOMO-LUMO gap (alpha / beta) comes out at 5.7 / 5.7 eV. As for the electronic energy: -105013.9429 eV.